No. 1
Density functional theory data (the ωB97M-V functional and the def2-TZVPD basis) for a molecular structure, C27H31CaN5O2SbSe4.

Structure (XYZ):
```
71
Properties=species:S:1:pos:R:3:lowdin_charge:R:1
H 3.492 0.686 -3.804 0.10
C -4.052 -0.809 3.793 -0.05
N 3.131 -0.144 -0.371 0.06
C -2.107 1.134 -1.056 -0.24
Sb -0.048 -4.319 0.653 -0.34
H 0.302 -0.491 -2.062 -0.04
C -4.818 -0.779 1.074 -0.08
C 2.431 1.832 0.772 -0.19
C 3.260 1.112 -0.212 -0.31
C -1.571 -1.114 3.172 -0.19
C -5.761 -0.586 2.065 -0.11
H 4.576 -1.435 -0.858 0.15
H 3.489 3.682 0.504 0.13
H -5.132 -0.750 0.015 0.11
C 2.510 -3.042 -3.750 -0.07
C 3.212 -0.357 -3.745 -0.08
C 0.813 3.010 2.659 0.04
H -1.756 0.318 -0.389 0.06
H -3.180 0.949 -1.117 0.11
H -1.874 0.024 -2.876 0.12
C 4.127 -0.577 -1.342 -0.21
H 1.586 0.420 -2.288 0.04
H 2.027 4.791 2.415 0.10
C -0.147 1.325 -2.673 -0.28
H -6.848 -0.384 1.861 0.11
C 5.022 0.691 -1.523 -0.08
O -0.478 0.748 4.206 0.03
Se 2.140 -3.389 1.710 -0.28
N -0.652 -0.371 2.249 0.10
Ca 1.010 -1.095 0.449 0.68
H -0.771 2.493 -0.002 0.09
H 5.237 1.040 -2.562 0.13
C -1.834 2.420 -0.324 -0.29
C -0.180 0.610 2.921 -0.33
H -3.484 2.931 0.679 0.05
H 1.837 -2.799 -5.753 0.11
H 6.011 0.502 -1.072 0.13
N 0.663 0.425 -1.858 -0.01
C 2.294 -2.287 -4.896 -0.08
H -1.996 -0.128 5.214 0.10
H -2.925 1.506 1.217 0.04
H 0.129 2.335 -2.380 0.11
C -1.214 -0.433 4.559 -0.06
N 1.560 1.073 1.416 0.08
O 4.279 1.732 -0.879 0.01
C 2.661 3.188 1.059 0.02
Se -0.905 -2.538 -0.935 -0.12
H 3.121 -3.133 -1.762 0.12
C 1.897 3.773 2.070 -0.01
Se 0.641 -6.257 -0.758 -0.36
C -3.071 -0.917 2.801 -0.15
H -1.971 3.259 -1.031 0.12
H -3.791 -0.786 4.835 0.09
C -3.461 -0.971 1.439 -0.05
C 3.477 -1.122 -2.630 -0.19
C -5.387 -0.635 3.438 -0.08
Se -1.802 -4.859 2.267 -0.25
N -2.642 2.440 0.901 0.01
H -2.770 -1.226 0.654 0.01
H 2.620 -0.285 -5.776 0.10
H -1.397 -2.194 3.225 0.06
H -2.216 1.536 -3.233 0.12
H 2.242 -4.126 -3.759 0.13
C -1.589 1.033 -2.461 -0.23
H 0.030 1.246 -3.730 0.10
C 0.738 1.654 2.313 -0.15
H -6.121 -0.467 4.222 0.09
H 0.244 3.425 3.500 0.13
H -0.528 -1.126 5.078 0.14
C 3.074 -2.480 -2.641 -0.03
C 2.597 -0.932 -4.899 -0.07
```

Computed properties:
Net charge = -1
Relative energy (zero: lowest compared OMol25 entry of this formula, charge and spin) = 11.1 kcal per mole
E_LUMO = 0.82 eV

No. 2
Density functional theory data (the ωB97M-V functional and the def2-TZVPD basis) for a single CH4O2SSi molecule.

Structure (XYZ):
```
9
Properties=species:S:1:pos:R:3:nbo_charge:R:1
H 0.687 0.551 -1.603 0.28
H -1.003 -0.406 1.462 -0.11
Si -1.398 -0.323 0.059 0.85
C 0.348 0.036 -0.715 -1.12
S 1.521 0.269 0.322 2.13
H -2.534 0.677 -0.474 -0.13
O 1.393 -0.019 1.712 -0.87
O 2.789 0.767 -0.162 -0.86
H -1.804 -1.551 -0.601 -0.16
```

Computed properties:
Net charge = 0
Relative energy (zero: lowest compared OMol25 entry of this formula, charge and spin) = 35.5 kcal per mole
E_LUMO = 0.27 eV
SMILES = O=S(=O)=C[SiH3]

| no. | frontier orbital gap (Eh) | total energy (hartree) |
| --- | --- | --- |
| 1 | 0.149 | -11995.5327 |
| 2 | 0.386 | -878.5592 |